Formula: C11H12N2OOsSSbSe4
Source: the OMol25 dataset
Level of theory: the ωB97M-V functional and the def2-TZVPD basis

Values from the calculation:
- frontier orbital gap (spin up / spin down) (eV) = 4.52 / 4.15
- charge = -1
- energy above the lowest of the compared OMol25 structures with the same formula, charge and spin (kcal/mol) = 46.9
- expectation value of S² = 6.035
- E_HOMO (spin up / spin down) (eV) = -4.05 / -3.99
- spin multiplicity = 5

Geometry (Å):
Os -1.10343 1.12621 0.06362
O -0.01270 0.54778 1.90409
N 0.23078 1.67726 2.57638
C 0.05276 1.67610 3.90846
C 0.25235 2.81778 4.64021
C 0.65004 3.97950 3.98326
C 0.84374 3.95222 2.62047
C 0.62655 2.78017 1.89606
S 0.74251 2.63615 0.17998
H -0.29199 0.73734 4.31325
H 0.07402 2.79838 5.70542
H 0.76214 4.90593 4.53034
H 1.12290 4.83640 2.06679
Se -3.84322 5.58992 2.75211
Sb -4.44644 4.48987 0.69804
Se -2.62365 2.67654 0.37404
Se -4.62038 5.87890 -1.25958
Se -6.60210 3.30458 0.87926
C -2.45352 -0.26607 -2.53057
C -2.97535 -0.82414 -1.24300
C -4.01681 -1.67319 -0.99991
C -4.10810 -1.81830 0.41942
C -3.12083 -1.04899 0.97262
C -2.81091 -0.79727 2.41004
N -2.40470 -0.44629 -0.04100
H -3.26127 0.10124 -3.16524
H -1.87118 -0.99420 -3.10090
H -1.79869 0.59038 -2.33936
H -4.65415 -2.13378 -1.74088
H -4.83036 -2.40579 0.96847
H -3.55668 -1.28520 3.04018
H -2.83149 0.27140 2.63509
H -1.82288 -1.17146 2.68396

These are the Mulliken partial charges, in e, on atoms 1 to 4:
1. Os 0.8400
2. O -0.7998
3. N 0.4897
4. C -0.1313

---

Formula: C3H4O3Ru
Source: the OMol25 dataset
Level of theory: the ωB97M-V functional and the def2-TZVPD basis

Values from the calculation:
- frontier orbital gap (spin up / spin down) (eV) = 9.58 / 5.29
- charge = +2
- energy above the lowest of the compared OMol25 structures with the same formula, charge and spin (kcal/mol) = 0.0
- expectation value of S² = 12.004
- E_HOMO (spin up / spin down) (eV) = -18.87 / -20.00
- spin multiplicity = 7

Geometry (Å):
H -2.21548 -1.33763 -1.03001
O -0.33610 -0.94435 -0.16942
Ru 2.77646 -0.32419 0.44698
C -1.74433 -1.07453 -0.02306
C -2.25768 0.36504 -0.01054
H -1.97570 -1.64812 0.87872
H -2.61339 0.68168 0.97589
H -3.03153 0.59039 -0.74990
O 1.18929 0.67630 -0.08073
C 0.02918 0.37990 -0.31817
O -0.98640 1.17595 -0.26084

These are the Mulliken partial charges, in e, on atoms 1 to 4:
1. H 0.2928
2. O -0.3499
3. Ru 1.2505
4. C -0.1916

---

Formula: C10H26FInNO10S2
Source: the OMol25 dataset
Level of theory: the ωB97M-V functional and the def2-TZVPD basis

Values from the calculation:
- frontier orbital gap (eV) = 8.55
- charge = -1
- E_HOMO (eV) = -5.93

Geometry (Å):
C -0.31223 3.49038 -0.52318
S -0.44172 2.90991 1.17045
O -1.86017 2.62223 1.41319
O 0.11249 3.98097 2.00108
In 0.97737 0.87857 1.64616
C -0.28131 -0.90825 1.96024
O 0.13287 -1.76993 3.05857
N 0.44953 -1.04945 4.19835
O 1.29704 -1.58253 4.80806
S 2.57212 0.64816 -0.33925
O 2.88451 1.96385 -0.85112
O 2.13580 -0.28818 -1.35248
F 3.99202 0.09267 0.22140
H 0.16319 2.72493 -1.13545
H 0.27442 4.40555 -0.55124
H -1.31948 3.70468 -0.87728
H 1.93231 1.20558 3.04690
H -0.30122 -1.58597 1.11049
H -1.30304 -0.57381 2.16174
C 4.92370 -6.09983 0.36581
O 5.39063 -4.84641 -0.08351
C 4.36289 -4.02540 -0.63001
C 3.88446 -2.97677 0.34605
O 3.23324 -3.56515 1.46500
C 4.03328 -3.62211 2.62730
H 5.72217 -6.55717 0.94975
H 4.03673 -5.99805 0.99639
H 4.68808 -6.75658 -0.48089
H 3.52017 -4.64142 -0.96066
H 4.78297 -3.52436 -1.50666
H 3.15193 -2.34001 -0.15284
H 4.71405 -2.34294 0.66894
H 4.13049 -2.62994 3.08108
H 5.03002 -4.01979 2.41307
H 3.53144 -4.27918 3.33658
C -6.06756 3.00203 -3.77382
O -6.40352 2.57997 -2.46841
C -5.49285 1.62851 -1.93189
C -4.50619 2.25383 -0.97263
O -3.63730 3.15949 -1.63195
C -3.99083 4.51555 -1.44159
H -6.68531 3.86879 -4.00636
H -5.01485 3.28597 -3.84784
H -6.27877 2.21353 -4.50601
H -4.95721 1.11752 -2.73870
H -6.08544 0.88360 -1.39219
H -3.88299 1.46619 -0.54049
H -5.02985 2.75110 -0.15116
H -3.74280 4.83749 -0.42436
H -5.05535 4.68549 -1.62537
H -3.40990 5.10674 -2.14928

These are the Mulliken partial charges, in e, on atoms 1 to 4:
1. C -0.2922
2. S 0.7955
3. O -0.6355
4. O -0.7045

---

Formula: C22H19BrN5O4SV
Source: the OMol25 dataset
Level of theory: the ωB97M-V functional and the def2-TZVPD basis

Values from the calculation:
- frontier orbital gap (spin up / spin down) (eV) = 7.00 / 5.47
- charge = +1
- energy above the lowest of the compared OMol25 structures with the same formula, charge and spin (kcal/mol) = 0.0
- expectation value of S² = 0.871
- E_HOMO (spin up / spin down) (eV) = -9.91 / -8.56
- spin multiplicity = 2

Geometry (Å):
V 0.15588 0.18358 -0.35444
O 3.86791 -2.08535 -2.54955
C 3.14982 -1.27468 -1.75083
O 3.12854 -0.07818 -1.89982
C 2.43227 -2.00984 -0.68567
C 2.79725 -3.31147 -0.34486
C 2.28746 -3.89330 0.79632
C 1.46108 -3.11734 1.60869
C 1.12837 -1.84660 1.20699
N 1.52900 -1.30054 0.02930
C 0.24152 -0.96300 2.05307
O -0.31947 -1.38162 3.03932
O 0.12139 0.25484 1.57324
H 4.34230 -1.50594 -3.16570
H 3.51376 -3.83002 -0.96507
H 2.56525 -4.89840 1.07359
H 1.07324 -3.47232 2.55219
C -3.18985 2.82375 2.08791
N -3.15460 1.38076 1.93139
C -3.58356 0.46249 2.86702
C -3.33891 -0.76278 2.37027
N -2.75481 -0.58713 1.12249
C -2.63491 0.74931 0.86994
S -1.96360 1.53486 -0.47848
C -2.42321 -1.65755 0.26537
C -3.25557 -2.77208 0.23698
C -2.90542 -3.83022 -0.57706
C -1.74923 -3.73927 -1.34220
C -0.99515 -2.58810 -1.25013
N -1.31871 -1.55484 -0.46133
H -3.60995 3.04360 3.06537
H -3.80715 3.26721 1.30866
H -2.17593 3.21444 2.01765
H -3.99642 0.77032 3.80793
H -3.45153 -1.73426 2.81008
H -4.16303 -2.79069 0.81964
H -3.53461 -4.70734 -0.62448
H -1.43445 -4.53842 -1.99483
H -0.07895 -2.47697 -1.81770
C 2.69855 5.18838 -0.15498
C 2.10226 4.07062 -0.95678
C 1.98799 4.12326 -2.34097
C 1.42270 3.06797 -3.04274
C 1.00771 1.98990 -2.29893
Br 0.21357 0.43398 -3.09533
N 1.10310 1.89918 -0.98244
C 1.62978 2.93009 -0.31664
H 3.09995 5.96745 -0.80008
H 3.50599 4.82133 0.47729
H 1.94790 5.64105 0.49427
H 2.33795 4.99378 -2.87922
H 1.31377 3.08012 -4.11549
H 1.67275 2.81598 0.76078

These are the Mulliken partial charges, in e, on atoms 1 to 4:
1. V 0.1818
2. O -0.4664
3. C -0.0793
4. O -0.5030

---

no.,strongest force on any atom (hartree/bohr)
1,0.0812
2,0.1651
3,0.0260
4,0.0177